# C13H46O10

10 unconnected molecules or ions with the total composition C13H46O10 (the ωB97M-V functional and the def2-TZVPD basis, OMol25).

```
! wB97M-V def2-TZVPD RIJCOSX def2/J DEFGRID3
* xyz 0 1
C -2.911 3.797 -0.066
O -4.112 4.457 0.309
H -2.047 4.471 -0.043
H -2.698 3.006 0.650
H -2.983 3.374 -1.072
H -4.181 5.258 -0.217
C 3.198 -1.892 -2.683
O 2.065 -1.898 -1.839
H 2.888 -1.919 -3.727
H 3.836 -1.010 -2.552
H 3.869 -2.739 -2.516
H 2.286 -2.300 -0.996
C 1.466 1.785 -1.713
O 2.307 2.903 -1.437
H 0.540 1.887 -1.140
H 1.221 1.800 -2.775
H 1.951 0.826 -1.500
H 2.568 2.760 -0.515
C -1.003 2.659 3.623
O -1.340 1.303 3.352
H -0.982 2.793 4.701
H -0.043 2.930 3.180
H -1.763 3.318 3.193
H -1.519 1.215 2.405
C -0.693 -3.721 -2.121
O -2.013 -4.145 -2.445
H -0.710 -2.935 -1.359
H -0.090 -4.551 -1.739
H -0.224 -3.319 -3.013
H -2.438 -4.376 -1.614
C 0.087 -0.291 -4.739
O -0.062 -0.640 -3.373
H 0.551 -1.080 -5.333
H -0.904 -0.030 -5.107
H 0.699 0.609 -4.878
H 0.733 -1.087 -3.056
C -0.161 -0.227 0.755
O -1.174 0.748 0.580
H -0.599 -1.146 1.162
H 0.317 -0.493 -0.195
H 0.604 0.149 1.429
H -1.632 0.593 -0.269
C -4.489 -0.099 -1.419
C -3.168 -0.742 -1.753
O -2.188 0.294 -1.922
H -4.853 0.450 -2.289
H -4.371 0.625 -0.612
H -5.246 -0.835 -1.151
H -3.205 -1.338 -2.670
H -2.844 -1.443 -0.970
H -1.419 -0.133 -2.347
C 3.534 -0.110 1.494
C 3.010 1.266 1.882
O 3.525 2.294 1.031
H 3.125 -0.835 2.207
H 4.618 -0.118 1.623
H 3.230 -0.393 0.488
H 3.247 1.456 2.934
H 1.928 1.334 1.792
H 4.483 2.295 1.117
C 0.029 -2.509 4.297
C 0.822 -1.218 4.453
O 2.134 -1.327 3.899
H -0.948 -2.394 4.769
H 0.559 -3.332 4.785
H -0.116 -2.754 3.246
H 0.811 -0.852 5.484
H 0.296 -0.450 3.882
H 2.594 -1.973 4.444
*
```

Calculated values
**Energy above the lowest of the compared OMol25 structures with the same formula, charge and spin**: 286.62 kJ/mol
**Kohn-Sham gap**: 9.74 eV
**SMILES**: CCO.CCO.CCO.CO.CO.CO.CO.CO.CO.CO
**M**: 362.50 g/mol

***

# C6H12N2O2

A molecular structure, C6H12N2O2 (the ωB97M-V functional and the def2-TZVPD basis, OMol25).

```
! wB97M-V def2-TZVPD RIJCOSX def2/J DEFGRID3
* xyz 0 1
C -2.481 0.644 -1.393
C -1.930 0.991 -0.018
N -0.561 0.561 0.252
C -0.213 -0.870 0.288
C 1.278 -0.689 0.012
C 2.354 -1.501 0.613
N 2.109 -1.538 -0.823
C 1.312 0.816 -0.154
O 1.724 1.500 -1.064
H -1.723 0.774 -2.177
H -2.822 -0.400 -1.414
H -3.342 1.283 -1.630
H -1.933 2.082 0.108
H -2.587 0.576 0.764
H -0.402 -1.274 1.291
H -0.675 -1.479 -0.505
H 3.270 -0.996 0.923
H 2.037 -2.353 1.219
H 1.596 -2.376 -1.091
H -0.039 1.337 1.347
O 1.352 1.781 1.384
H 1.675 1.133 2.068
*
```

Calculated values
**Energy above the lowest of the compared OMol25 structures with the same formula, charge and spin**: 501.71 kJ/mol
**Kohn-Sham gap**: 9.52 eV
**M**: 144.17 g/mol

***

# C5H9NS2

2 unconnected molecules or ions with the total composition C5H9NS2 (the ωB97M-V functional and the def2-TZVPD basis, OMol25).

```
! wB97M-V def2-TZVPD RIJCOSX def2/J DEFGRID3
* xyz 0 1
C 2.233 -0.012 -0.110
C -0.228 1.471 -0.623
C -0.701 0.185 -0.158
C -0.428 -0.259 1.217
C -1.918 -0.476 -0.781
N 0.385 0.259 -1.098
S 2.860 1.239 0.667
S 2.542 -1.637 -0.115
H -0.595 2.169 -1.536
H 0.553 2.113 -0.093
H -0.244 -1.401 1.242
H -1.468 -0.192 1.832
H 0.260 0.471 1.612
H -1.933 -0.465 -1.947
H -2.861 -0.094 -0.387
H -1.971 -1.640 -0.411
H 3.513 -1.729 0.688
*
```

Calculated values
**Energy above the lowest of the compared OMol25 structures with the same formula, charge and spin**: 484.76 kJ/mol
**Kohn-Sham gap (alpha / beta)**: 8.02 / 8.02 eV
**M**: 147.27 g/mol

***

# C6H7N2O3

A gas-phase ion, C6H7N2O3 (charge -1) (the ωB97M-V functional and the def2-TZVPD basis, OMol25).

```
! wB97M-V def2-TZVPD RIJCOSX def2/J DEFGRID3
* xyz -1 1
C -1.068 1.320 -0.901
C -0.642 0.068 -1.458
C -0.730 1.829 0.318
C 0.130 -0.818 -0.770
C 0.607 -2.074 -1.111
C 1.066 1.241 1.685
N -0.194 0.960 1.307
N -0.659 -0.302 1.706
O -0.081 -3.066 -0.928
O 1.897 -2.280 -1.485
O 1.852 0.661 2.404
H -1.439 2.131 -1.581
H -1.129 -0.145 -2.416
H -0.875 2.787 0.792
H 1.396 2.172 1.208
H -0.439 -1.004 0.957
H -1.740 -0.143 1.717
H 2.047 -3.337 -1.445
*
```

Calculated values
**Energy above the lowest of the compared OMol25 structures with the same formula, charge and spin**: 314.39 kJ/mol
**Kohn-Sham gap**: 7.24 eV
**SMILES**: NN(C=O)/C=C\C=C=C([O-])O
**M**: 155.13 g/mol

***

# C4H7NO2

C4H7NO2 in the gas phase (the ωB97M-V functional and the def2-TZVPD basis, OMol25).

```
! wB97M-V def2-TZVPD RIJCOSX def2/J DEFGRID3
* xyz 0 1
N 0.868 1.060 2.188
C 0.300 0.365 1.131
O -0.112 -0.878 1.512
C 0.157 0.908 -0.093
C -0.158 0.217 -1.364
C -0.182 -1.235 -1.572
O -1.399 -0.495 -1.574
H 1.041 0.469 2.986
H 1.685 1.584 1.913
H 0.390 1.968 -0.156
H -0.890 -1.116 0.985
H 0.107 0.813 -2.245
H -0.086 -1.918 -0.724
H 0.179 -1.626 -2.527
*
```

Calculated values
**Energy above the lowest of the compared OMol25 structures with the same formula, charge and spin**: 239.56 kJ/mol
**Kohn-Sham gap**: 9.05 eV
**SMILES**: N/C(O)=C/[C@H]1CO1
**M**: 101.10 g/mol

***

# C5H11F2N2

A gas-phase ion, C5H11F2N2 (charge +1) (the ωB97M-V functional and the def2-TZVPD basis, OMol25).

```
! wB97M-V def2-TZVPD RIJCOSX def2/J DEFGRID3
* xyz 1 1
C -1.029 -0.779 -1.365
C 0.012 -1.244 -0.318
C 0.251 1.042 -0.626
C -0.835 0.378 1.530
C 1.631 -0.058 1.006
N -0.822 0.653 -1.445
N 0.236 0.000 0.460
F 0.186 2.304 0.086
F 1.395 1.172 -1.214
H -1.031 -1.240 -2.321
H -2.117 -0.927 -1.025
H -0.373 -2.045 0.250
H 0.903 -1.469 -0.863
H -0.285 1.121 2.002
H -1.750 0.778 1.005
H -1.129 -0.504 1.940
H 1.678 0.684 1.734
H 1.633 -1.070 1.298
H 2.296 0.110 0.230
H -0.851 1.093 -2.365
*
```

Calculated values
**Energy above the lowest of the compared OMol25 structures with the same formula, charge and spin**: 122.30 kJ/mol
**Kohn-Sham gap**: 11.95 eV
**SMILES**: C[N+]1(C)CCNC1(F)F
**M**: 137.15 g/mol

***

# C7H17NO

2 unconnected molecules or ions with the total composition C7H17NO (the ωB97M-V functional and the def2-TZVPD basis, OMol25).

```
! wB97M-V def2-TZVPD RIJCOSX def2/J DEFGRID3
* xyz 0 1
C -1.243 -1.277 0.396
C -2.012 1.037 -0.416
C -1.322 0.220 0.627
N -1.076 -1.648 -0.978
C -1.179 0.641 1.894
O -2.480 -1.748 0.936
H -2.579 -1.159 1.798
H -0.406 -1.694 0.979
H -1.902 -1.385 -1.509
H -0.981 -2.655 -1.047
H -2.217 2.042 -0.055
H -2.949 0.570 -0.717
H -1.367 1.104 -1.293
H -0.562 0.097 2.594
H -1.225 1.693 2.126
C 2.108 0.983 -0.329
C 1.675 0.426 -1.680
C 2.619 -0.119 0.593
H 2.892 1.731 -0.472
H 1.261 1.483 0.149
H 2.512 -0.061 -2.178
H 1.846 -0.870 0.742
H 1.318 1.222 -2.332
H 0.879 -0.307 -1.550
H 3.489 -0.609 0.158
H 2.901 0.285 1.564
*
```

Calculated values
**Energy above the lowest of the compared OMol25 structures with the same formula, charge and spin**: 169.38 kJ/mol
**Kohn-Sham gap**: 10.53 eV
**SMILES**: C=C(C)[C@H](N)O.CCC
**M**: 131.22 g/mol

***

# Br3O2P

Br3O2P in the gas phase (the ωB97M-V functional and the def2-TZVPD basis, OMol25).

```
! wB97M-V def2-TZVPD RIJCOSX def2/J DEFGRID3
* xyz 0 1
O -1.448 0.824 0.728
O 0.710 -0.232 -1.414
P 1.277 -0.007 -0.114
Br 3.501 0.496 -0.104
Br 1.057 -1.616 1.354
Br -0.137 1.777 0.798
*
```

Calculated values
**Energy above the lowest of the compared OMol25 structures with the same formula, charge and spin**: 294.74 kJ/mol
**Kohn-Sham gap**: 7.29 eV
**M**: 302.68 g/mol